One molecule with the formula C6H7N3O in a non-equilibrium geometry, computed with the ωB97M-V functional and the def2-TZVPD basis.

Geometry as XYZ:
```
17
C6H7N3O | the OMol25 dataset | the ωB97M-V functional and the def2-TZVPD basis
O 2.9032 1.7834 -0.8941
N 0.9296 0.7742 -0.8746
N -1.1107 0.0339 -1.4804
N -0.2231 -0.5598 0.6123
C 2.0544 1.1146 -0.2358
C -2.2588 -0.6886 -1.2929
C -2.3333 -1.3498 -0.1364
C -1.4179 -1.2564 0.8592
C -0.2387 0.0817 -0.5815
C 2.1851 0.8718 1.1529
H -1.4417 -1.7515 1.6412
H 3.0390 1.2784 1.5183
H -2.8146 -0.6617 -2.0025
H 1.9568 -0.1902 1.4853
H 0.8444 1.2096 -1.7674
H 1.1679 1.3301 1.8891
H -3.2419 -2.0195 0.1072
```

Computed properties:
* gap between HOMO and LUMO: 9.3 eV
* DFT total energy: -12850.723 eV
* SMILES: CC(=O)Nc1ncccn1
* lowest unoccupied orbital energy: -0.2 eV
* relative energy (zero: lowest compared OMol25 entry of this formula, charge and spin): 227.1 kJ/mol
* highest occupied orbital energy: -9.492 eV

Per-atom Mulliken charges, elementary charge units:
1 O -0.6636
2 N -0.0933
3 N -0.5977
4 N -0.3395
5 C 0.7262
6 C -0.4303
7 C -0.2396
8 C -0.4917
9 C 0.4438
10 C -1.0336
11 H 0.6520
12 H 0.4039
13 H 0.7503
14 H 0.2735
15 H 0.2002
16 H 0.2145
17 H 0.2247